The following is a quantum chemistry calculation of C20H15BBr2ClF2N3PtS as an isolated structure, from the Open Molecules 2025 dataset.

Last column: Mulliken spin population.
CARTESIAN COORDINATES (ANGSTROEM)
Pt (-0.38, 1.11, -0.56)  0.838
Br (6.35, 1.09, 0.29)  0.002
C (4.47, 1.15, 0.05)  0.019
C (3.95, 1.26, -1.26)  0.167
C (2.58, 1.32, -1.37)  -0.055
N (1.75, 1.25, -0.34)  0.168
C (2.24, 1.13, 0.94)  0.111
C (3.65, 1.09, 1.13)  0.054
C (1.30, 1.04, 2.00)  0.128
C (1.66, 0.96, 3.38)  0.059
C (0.68, 0.92, 4.32)  0.021
Br (1.14, 0.81, 6.16)  0.002
C (-0.69, 0.96, 3.96)  0.184
C (-0.97, 1.04, 2.62)  -0.081
N (-0.03, 1.06, 1.68)  0.283
H (4.59, 1.31, -2.12)  0.018
H (2.12, 1.44, -2.34)  0.002
H (4.06, 1.02, 2.12)  0.020
H (2.70, 0.93, 3.67)  0.021
H (-1.47, 0.94, 4.71)  0.019
H (-1.99, 1.08, 2.27)  0.014
Cl (-1.20, 0.63, -3.43)  0.042
C (-2.23, -0.59, -2.72)  0.024
C (-2.46, -1.77, -3.41)  -0.003
C (-3.17, -2.79, -2.78)  0.006
C (-3.62, -2.61, -1.49)  -0.002
C (-3.40, -1.41, -0.82)  0.007
C (-2.71, -0.36, -1.43)  -0.004
C (-2.45, 0.94, -0.75)  0.000
H (-2.07, -1.90, -4.41)  -0.002
H (-3.35, -3.71, -3.31)  0.000
H (-4.16, -3.40, -0.98)  0.000
H (-3.78, -1.27, 0.18)  0.001
H (-2.96, 0.98, 0.22)  0.003
H (-2.84, 1.75, -1.36)  0.009
F (-1.60, 3.88, -0.38)  -0.001
B (-0.58, 3.10, -0.74)  -0.078
F (0.40, 3.79, -1.35)  0.002
S (1.26, -3.33, -1.23)  0.001
C (0.74, -3.16, 0.39)  0.004
C (0.18, -1.94, 0.57)  -0.006
N (0.14, -1.15, -0.55)  0.004
C (0.68, -1.76, -1.57)  0.001
H (0.89, -3.95, 1.11)  0.000
H (-0.22, -1.56, 1.50)  0.001
H (0.77, -1.33, -2.56)  -0.004

Energy above the lowest of the compared OMol25 structures with the same formula, charge and spin = 2.1 kcal per mole
Spin multiplicity = 3
HOMO-LUMO gap (spin up / spin down) = 0.2136 / 0.2988 Eh
<S²> = 2.0267
HOMO (spin up / spin down) = -5.571 / -8.757 eV
Lowest unoccupied orbital energy (spin up / spin down) = 0.24 / -0.63 eV


The following is a quantum chemistry calculation of C20H15BBrF4N5ORu as an isolated structure, from the Open Molecules 2025 dataset.

Last column: Mulliken spin population.
CARTESIAN COORDINATES (ANGSTROEM)
Ru (0.20, -0.01, -0.18)  0.819
Br (0.08, 0.46, 7.16)  0.003
C (0.30, 0.62, 5.30)  0.022
C (1.33, 1.42, 4.79)  -0.013
C (1.50, 1.55, 3.43)  0.033
C (0.65, 0.88, 2.54)  0.013
O (0.88, 1.07, 1.24)  0.132
C (-0.39, 0.08, 3.05)  -0.020
C (-1.35, -0.61, 2.24)  0.000
N (-1.38, -0.63, 0.96)  0.016
C (-2.35, -1.37, 0.22)  0.003
C (-3.46, -1.98, 0.73)  0.005
C (-4.34, -2.70, -0.11)  -0.002
C (-4.10, -2.80, -1.45)  0.003
C (-2.96, -2.18, -2.01)  -0.002
C (-2.64, -2.24, -3.39)  0.016
C (-1.52, -1.61, -3.86)  -0.006
C (-0.70, -0.93, -2.96)  0.021
N (-0.96, -0.85, -1.67)  -0.021
C (-2.09, -1.47, -1.17)  -0.003
C (-0.55, -0.03, 4.45)  -0.010
H (2.00, 1.93, 5.47)  0.000
H (2.29, 2.16, 3.02)  0.001
H (-2.11, -1.16, 2.80)  0.001
H (-3.70, -1.92, 1.78)  0.000
H (-5.21, -3.17, 0.32)  0.000
H (-4.77, -3.35, -2.09)  0.000
H (-3.30, -2.78, -4.06)  0.000
H (-1.25, -1.65, -4.91)  0.000
H (0.21, -0.44, -3.29)  -0.002
H (-1.35, -0.64, 4.84)  0.000
F (0.96, -1.68, 0.36)  0.016
B (2.15, -2.67, 0.99)  0.000
F (1.41, -3.55, 1.69)  -0.001
F (2.89, -1.79, 1.70)  -0.001
F (2.73, -3.14, -0.15)  0.000
N (2.96, 3.41, -3.30)  0.000
C (2.92, 2.20, -2.70)  0.000
C (1.82, 1.77, -1.95)  -0.002
N (1.82, 0.57, -1.36)  -0.023
C (2.89, -0.22, -1.50)  0.004
C (3.96, 0.22, -2.27)  -0.003
N (3.99, 1.41, -2.86)  0.004
H (2.25, 4.10, -3.14)  0.000
H (3.80, 3.68, -3.78)  0.000
H (0.95, 2.40, -1.81)  0.001
H (2.88, -1.19, -1.03)  0.001
H (4.83, -0.41, -2.39)  0.000

Energy above the lowest of the compared OMol25 structures with the same formula, charge and spin = 6.8 kcal per mole
Spin multiplicity = 2
Net charge = +1
HOMO-LUMO gap (spin up / spin down) = 0.2475 / 0.2357 Eh
<S²> = 0.7577
HOMO (spin up / spin down) = -11.229 / -11.289 eV
Lowest unoccupied orbital energy (spin up / spin down) = -4.49 / -4.88 eV


The following is a quantum chemistry calculation of C20H15IN2O2PtS2Te4 as an isolated structure, from the Open Molecules 2025 dataset.

Last column: Löwdin charge in e.
CARTESIAN COORDINATES (ANGSTROEM)
Pt (0.01, -1.87, 0.08)  0.425
Te (1.95, -3.66, -0.24)  0.274
Te (0.69, -5.99, -0.54)  0.006
Te (-1.01, -5.57, 1.64)  -0.036
Te (0.09, -3.25, 2.41)  0.135
O (1.73, 2.41, 3.26)  0.059
C (2.84, 1.87, 2.75)  -0.262
C (4.06, 2.44, 3.11)  -0.012
C (5.25, 1.94, 2.61)  -0.077
C (5.25, 0.85, 1.74)  -0.087
C (4.05, 0.28, 1.38)  -0.019
C (2.83, 0.77, 1.87)  -0.072
C (1.58, 0.11, 1.46)  -0.439
O (1.70, -0.92, 0.67)  -0.404
N (0.45, 0.59, 1.89)  0.028
N (-0.65, -0.13, 1.46)  -0.208
C (-1.79, 0.40, 1.72)  -0.907
S (-3.26, -0.38, 1.19)  0.891
C (-4.32, 0.60, 2.29)  -0.515
C (-3.76, 2.00, 2.33)  -0.518
S (-1.97, 1.89, 2.62)  0.968
H (0.96, 1.92, 2.91)  0.043
H (4.05, 3.29, 3.78)  0.118
H (6.18, 2.40, 2.90)  0.105
H (6.18, 0.46, 1.35)  0.100
H (4.02, -0.56, 0.70)  0.112
H (-4.33, 0.14, 3.28)  0.082
H (-5.33, 0.58, 1.88)  0.081
H (-4.19, 2.58, 3.15)  0.080
H (-3.94, 2.53, 1.39)  0.079
I (-1.93, -3.18, -0.95)  1.051
C (-1.97, -1.97, -2.65)  -0.564
C (-2.86, -2.22, -3.65)  -0.142
C (-2.88, -1.38, -4.78)  -0.078
C (-2.01, -0.33, -4.85)  -0.030
C (-1.08, -0.06, -3.82)  -0.166
C (-0.21, 1.05, -3.89)  -0.039
C (0.66, 1.29, -2.87)  -0.065
C (0.72, 0.44, -1.75)  -0.099
C (-0.09, -0.66, -1.63)  -0.272
C (-1.03, -0.91, -2.68)  -0.249
H (-3.55, -3.05, -3.57)  0.098
H (-3.58, -1.57, -5.57)  0.106
H (-2.03, 0.33, -5.71)  0.114
H (-0.25, 1.69, -4.76)  0.112
H (1.33, 2.14, -2.92)  0.107
H (1.45, 0.66, -0.98)  0.087

Energy above the lowest of the compared OMol25 structures with the same formula, charge and spin = 7.7 kcal per mole
HOMO-LUMO gap = 0.1955 Eh
HOMO = -6.830 eV
Lowest unoccupied orbital energy = -1.51 eV


The following is a quantum chemistry calculation of one molecule with the formula C20H15N3O2, from the Open Molecules 2025 dataset.

Last column: Löwdin charge in e.
CARTESIAN COORDINATES (ANGSTROEM)
C (-6.31, -0.84, -1.14)  -0.005
C (-5.19, 0.03, -0.72)  -0.318
C (-5.11, 1.39, -0.57)  -0.020
C (-3.79, 1.67, -0.15)  -0.001
C (-3.15, 0.45, -0.08)  -0.215
C (-1.80, 0.10, 0.29)  -0.186
N (-1.46, -1.17, 0.26)  0.186
C (-0.23, -1.54, 0.64)  -0.209
C (0.09, -2.91, 0.63)  -0.007
C (1.32, -3.34, 1.02)  -0.073
C (2.29, -2.42, 1.46)  -0.066
C (2.02, -1.08, 1.47)  -0.024
C (0.77, -0.60, 1.04)  -0.112
C (0.41, 0.77, 0.98)  -0.096
C (-0.87, 1.12, 0.64)  0.069
H (-1.16, 2.16, 0.61)  0.125
C (1.39, 1.85, 1.31)  -0.431
O (1.21, 2.65, 2.20)  0.100
N (2.53, 1.90, 0.56)  0.141
C (2.93, 1.12, -0.52)  -0.236
C (2.05, 0.61, -1.47)  -0.004
C (2.56, -0.19, -2.49)  -0.043
C (3.92, -0.43, -2.53)  -0.154
N (4.77, 0.09, -1.66)  0.063
C (4.29, 0.84, -0.69)  -0.097
H (5.03, 1.24, 0.00)  0.115
H (4.36, -1.05, -3.30)  0.102
H (1.90, -0.60, -3.24)  0.106
H (1.00, 0.84, -1.43)  0.117
H (3.22, 2.56, 0.91)  0.160
H (2.76, -0.38, 1.83)  0.118
H (3.25, -2.78, 1.79)  0.105
H (1.56, -4.39, 1.02)  0.104
H (-0.68, -3.60, 0.31)  0.113
O (-4.01, -0.53, -0.44)  0.103
H (-3.38, 2.63, 0.07)  0.108
H (-5.90, 2.10, -0.72)  0.108
H (-6.05, -1.39, -2.04)  0.086
H (-7.20, -0.24, -1.33)  0.084
H (-6.54, -1.57, -0.36)  0.087

Energy above the lowest of the compared OMol25 structures with the same formula, charge and spin = 4.8 kcal per mole
HOMO-LUMO gap = 0.2859 Eh
HOMO = -8.018 eV
Lowest unoccupied orbital energy = -0.24 eV


| no. | DFT total energy (eV) |
| --- | --- |
| 1 | -198257.45720 |
| 2 | -114653.22649 |
| 3 | -90250.09242 |
| 4 | -29549.09178 |